1.
Below is C12H20N3O5Rh as an isolated structure, with properties calculated with ωB97M-V/def2-TZVPD.

Last column: Mulliken charge in e.
Atoms and positions in Å:
Rh: 0.60101 -0.13820 -0.55657  0.965
C: 3.43257 2.01382 3.51869  -0.835
O: 2.17811 1.48344 3.01988  -0.301
C: 2.05991 1.04182 1.80906  0.675
O: 0.96015 0.60179 1.43120  -0.579
N: 3.12358 1.06894 0.97214  0.046
N: 2.95592 0.53824 -0.31439  -0.687
H: 3.22454 2.30937 4.53972  0.250
H: 3.72695 2.88637 2.93679  0.389
H: 4.19642 1.23690 3.51209  0.378
H: 4.04222 1.36420 1.26450  0.243
H: 3.55792 -0.27340 -0.43335  0.307
H: 3.21048 1.23439 -1.00915  0.311
O: 0.35849 -1.66292 -1.63739  -0.801
C: -0.53599 -2.77122 -1.68756  -0.504
C: -0.55039 -3.53293 -0.36959  -0.565
C: -0.68406 -2.63233 0.86773  -0.914
C: -1.78114 -1.60527 0.77472  0.822
C: -3.06339 -1.86474 1.23495  -0.802
C: -4.03956 -0.88685 1.14003  -0.342
C: -3.71482 0.34346 0.58637  -0.812
C: -2.42572 0.53711 0.13746  -0.623
N: -1.48757 -0.41413 0.22364  0.768
H: -0.07972 0.05876 -3.48056  0.410
H: -0.22571 -3.41338 -2.51237  0.409
H: -1.52754 -2.36939 -1.91943  0.316
H: 0.35602 -4.13159 -0.27423  0.373
H: -1.38852 -4.23122 -0.41580  0.368
H: 0.26387 -2.12283 1.07589  0.153
H: -0.86425 -3.26391 1.73739  0.540
H: -3.28485 -2.82625 1.67822  0.514
H: -5.04036 -1.07837 1.50322  0.440
H: -4.44085 1.13928 0.50653  0.447
H: -2.12105 1.48278 -0.29285  0.409
C: -0.23229 3.56701 -2.89936  -0.718
O: 0.12609 2.58073 -1.85731  -0.243
C: 0.16228 1.33242 -2.11461  0.654
O: -0.11766 1.01994 -3.34441  -0.408
H: -0.19082 4.51994 -2.38788  0.258
H: -1.23308 3.34794 -3.25840  0.347
H: 0.49283 3.51027 -3.70499  0.344

- LUMO level (alpha / beta) (eV) = -5.689 / -8.634
- charge = +2
- 2S+1 = 5

***

2.
Below is one molecule with the formula C12H20N4O7, with properties calculated with ωB97M-V/def2-TZVPD.

Last column: Mulliken charge in e.
Atoms and positions in Å:
C: 4.18102 -0.87732 2.43815  -1.290
C: 2.68246 -1.05187 2.30489  0.714
O: 2.01802 -1.76836 3.02026  -0.633
N: 2.14243 -0.31736 1.30293  -0.136
H: 2.73468 0.22850 0.69725  0.303
C: 0.72750 -0.33399 0.99375  -0.656
C: 0.34376 1.05571 0.47270  -0.442
O: 0.94004 1.32166 -0.78929  -0.599
C: 0.93481 0.30718 -1.68587  -0.030
C: 0.75080 -0.98861 -1.40334  0.014
C: 0.42091 -1.45917 -0.01999  -0.024
N: -0.98357 -1.80035 0.06481  -0.490
C: -1.43327 -2.96150 -0.22355  0.436
N: -0.70243 -4.07106 -0.55745  -0.459
H: -1.19110 -4.84349 -0.97660  0.224
H: 0.23919 -3.93317 -0.87981  0.228
N: -2.79202 -3.14427 -0.19986  -0.493
H: -3.30424 -2.40457 0.25271  0.242
H: -3.12630 -4.07442 -0.00760  0.210
H: 1.06064 -2.31324 0.25408  0.678
H: 0.76447 -1.69777 -2.21450  0.413
C: 1.20679 0.72381 -3.08538  0.258
O: 1.36403 -0.04790 -3.99969  -0.600
O: 1.25863 2.04681 -3.23493  -0.416
H: 1.41555 2.27166 -4.16566  0.373
H: 0.76743 1.80927 1.14732  0.741
C: -1.17901 1.33538 0.43267  -0.205
O: -1.86038 0.61734 -0.55396  -0.499
H: -1.69875 -0.34563 -0.37941  0.240
C: -1.39470 2.83963 0.18274  -0.106
O: -0.83679 3.52085 1.28651  -0.561
H: -0.95477 4.46739 1.15020  0.382
H: -0.87542 3.11162 -0.74893  0.249
C: -2.89048 3.16291 0.01900  -0.623
H: -3.45138 2.68509 0.83700  0.302
O: -3.38804 2.77753 -1.22961  -0.616
H: -3.10870 1.85872 -1.36527  0.387
H: -3.03668 4.24647 0.08988  0.339
H: -1.57327 1.10187 1.43538  0.532
H: 0.19257 -0.55163 1.92354  0.594
H: 4.67799 -1.18371 1.52028  0.334
H: 4.54055 -1.48632 3.26204  0.362
H: 4.41702 0.16630 2.63259  0.324

- LUMO level (eV) = 0.467
- SMILES = CC(=O)N[C@H]1[C@H]([C@H](O)[C@H](O)CO)OC(C(=O)O)=C[C@@H]1N=C(N)N

***

Record-wise ΔE to the lowest compared entry with this formula, charge and spin values, in kcal/mol: 0.00, 0.00
Record-wise calculated total energy values, in eV: -30466.03308, -33062.34841